Computed, not measured: a 2-piece molecular cluster, C5H16N3 overall in a non-equilibrium geometry, with wB97M-V/def2-TZVPD.

Computed properties:
Energy above the lowest of the compared OMol25 structures with the same formula, charge and spin: 2.031 eV
F_max: 0.0470 hartree/bohr
HOMO energy: -12.74 eV
Spin multiplicity: 1
Net charge: +1

Element x y z (Å)
C  -1.161  2.322  -1.039
C  -0.707  1.932  0.375
C  -2.442  0.756  1.541
N  -1.369  0.711  0.838
H  -1.012  1.464  -1.719
H  -2.243  2.533  -1.086
H  -0.576  3.179  -1.395
H  0.374  1.742  0.379
H  -0.960  2.745  1.065
H  -2.981  -0.115  1.852
H  -2.748  1.774  1.851
H  -0.987  -0.318  0.306
C  2.640  -1.415  0.634
N  1.982  -2.121  -0.452
C  0.884  -1.418  -1.058
N  -0.375  -1.478  -0.222
H  3.631  -1.850  0.872
H  2.764  -0.328  0.388
H  1.986  -1.452  1.528
H  2.693  -2.410  -1.171
H  0.637  -1.802  -2.033
H  1.171  -0.349  -1.214
H  -1.082  -1.984  -0.763
H  -0.118  -2.117  0.522

Partial atomic charges computed with the natural (NBO) method, in multiples of e:
1. C -0.615
2. C -0.243
3. C 0.071
4. N -0.415
5. H 0.211
6. H 0.224
7. H 0.248
8. H 0.223
9. H 0.214
10. H 0.218
11. H 0.201
12. H 0.440
13. C -0.422
14. N -0.640
15. C -0.047
16. N -0.825
17. H 0.236
18. H 0.167
19. H 0.185
20. H 0.394
21. H 0.210
22. H 0.154
23. H 0.401
24. H 0.407

Computed, not measured: a 3-piece molecular cluster, C3H12O3S2 overall in a non-equilibrium geometry, with wB97M-V/def2-TZVPD.

Computed properties:
Energy above the lowest of the compared OMol25 structures with the same formula, charge and spin: 1.327 eV
F_max: 0.0687 hartree/bohr
HOMO energy: -9.03 eV
SMILES string: OCCCSS.O.O
Spin multiplicity: 1
Net charge: 0

Element x y z (Å)
O  0.168  0.181  -2.199
C  1.308  0.211  -1.291
C  0.718  0.247  0.170
C  1.873  0.338  1.217
S  1.303  -0.333  2.853
S  -0.420  0.773  3.312
H  0.375  -0.619  -2.735
H  1.775  1.189  -1.458
H  1.761  -0.725  -1.505
H  0.121  -0.602  0.360
H  0.168  1.151  0.174
H  2.479  1.320  1.342
H  2.746  -0.219  0.842
H  -1.483  0.129  2.648
O  -2.184  0.462  -1.097
H  -2.610  0.562  -1.921
H  -1.202  0.195  -1.377
O  -2.036  -1.633  0.404
H  -2.746  -1.135  0.844
H  -2.113  -1.491  -0.582

Partial atomic charges computed with the natural (NBO) method, in multiples of e:
1. O -0.735
2. C -0.066
3. C -0.457
4. C -0.545
5. S 0.104
6. S -0.157
7. H 0.483
8. H 0.189
9. H 0.174
10. H 0.246
11. H 0.224
12. H 0.225
13. H 0.223
14. H 0.142
15. O -0.998
16. H 0.459
17. H 0.493
18. O -0.972
19. H 0.477
20. H 0.490

Computed, not measured: a 2-piece molecular cluster, C2H8NS2 overall, with wB97M-V/def2-TZVPD.

Computed properties:
Energy above the lowest of the compared OMol25 structures with the same formula, charge and spin: 0.000 eV
F_max: 0.0117 hartree/bohr
HOMO energy: -3.11 eV
Spin multiplicity: 1
Net charge: -1

Element x y z (Å)
S  0.533  2.389  -0.694
H  1.054  3.371  -1.453
C  -0.771  -0.721  0.146
C  0.736  -0.967  0.169
S  1.461  -1.122  -1.484
N  -1.174  -0.079  1.400
H  -0.962  -0.129  -0.751
H  -1.282  -1.686  0.072
H  1.227  -0.155  0.704
H  0.972  -1.876  0.731
H  1.319  0.229  -1.686
H  -0.948  0.901  1.311
H  -2.164  -0.155  1.536

Partial atomic charges computed with the natural (NBO) method, in multiples of e:
1. S -1.042
2. H 0.105
3. C -0.237
4. C -0.519
5. S -0.173
6. N -0.854
7. H 0.203
8. H 0.165
9. H 0.237
10. H 0.196
11. H 0.196
12. H 0.381
13. H 0.341

Computed, not measured: C60H53CoGeO4P2 as an isolated structure in a non-equilibrium geometry, with wB97M-V/def2-TZVPD.

Computed properties:
F_max: 0.0612 hartree/bohr
HOMO energy (spin up / spin down): -12.27 / -12.27 eV
Spin multiplicity: 5
Net charge: +2

Element x y z (Å)
Co  -0.613  1.311  0.489
O  -2.069  -1.347  2.639
C  -1.817  -1.032  3.950
C  -2.281  -1.757  5.038
C  -1.984  -1.345  6.327
C  -1.198  -0.226  6.545
C  -0.716  0.486  5.463
C  -1.029  0.119  4.153
P  -0.335  1.219  2.840
C  -1.022  2.885  3.165
C  -0.643  3.903  2.284
C  -1.100  5.197  2.470
C  -1.954  5.487  3.525
C  -2.367  4.474  4.376
C  -1.911  3.176  4.198
C  1.393  1.320  3.424
C  2.006  0.149  3.872
C  3.272  0.199  4.428
C  3.940  1.411  4.535
C  3.348  2.571  4.059
C  2.080  2.529  3.500
C  -2.645  -2.440  2.012
C  -3.410  -3.479  2.500
C  -3.806  -4.485  1.618
C  -3.467  -4.458  0.277
C  -2.741  -3.386  -0.231
C  -2.349  -2.390  0.636
P  -1.362  -0.895  0.337
C  -2.859  0.258  0.633
C  -3.591  0.196  -0.560
C  -4.835  0.787  -0.652
C  -5.351  1.476  0.439
C  -4.615  1.564  1.612
C  -3.370  0.962  1.716
C  0.261  -1.544  0.901
C  1.405  -1.185  -0.029
C  2.678  -1.086  0.768
C  2.926  -2.157  1.503
C  1.873  -3.233  1.381
C  0.516  -2.636  1.632
H  -2.871  -2.646  4.903
H  -2.370  -1.914  7.161
H  -0.958  0.088  7.552
H  -0.075  1.342  5.629
H  0.030  3.685  1.458
H  -0.790  5.986  1.798
H  -2.299  6.501  3.679
H  -3.047  4.690  5.190
H  -2.252  2.399  4.866
H  1.479  -0.793  3.806
H  3.737  -0.709  4.791
H  4.917  1.449  4.998
H  3.868  3.516  4.135
H  1.627  3.444  3.147
H  -3.729  -3.543  3.527
H  -4.397  -5.305  2.003
H  -3.768  -5.265  -0.376
H  -2.487  -3.335  -1.283
H  -3.180  -0.333  -1.415
H  -5.402  0.707  -1.569
H  -6.327  1.938  0.376
H  -5.014  2.092  2.467
H  -2.849  1.033  2.656
H  1.208  -0.298  -0.619
H  3.304  -0.207  0.716
H  3.805  -2.305  2.115
H  2.058  -4.104  2.006
H  -0.165  -3.115  2.325
C  -1.777  2.899  -3.021
C  -1.718  3.295  -1.593
C  -1.811  4.745  -1.260
O  -1.644  2.452  -0.695
H  -2.777  3.134  -3.401
H  -1.565  1.841  -3.162
H  -1.062  3.496  -3.587
H  -2.152  5.332  -2.107
H  -0.813  5.094  -0.979
H  -2.464  4.890  -0.399
O  0.849  2.850  -2.024
C  1.550  2.220  -1.250
O  1.145  1.785  -0.079
C  2.991  1.862  -1.605
C  3.092  1.212  -2.982
Ge  2.185  -0.547  -3.351
C  3.032  -1.173  -5.032
C  3.931  -0.411  -5.767
C  4.450  -0.897  -6.963
C  4.072  -2.148  -7.423
C  3.160  -2.908  -6.704
C  2.643  -2.424  -5.511
C  2.568  -2.002  -2.052
C  3.747  -2.628  -2.153
C  4.081  -3.788  -1.340
C  3.218  -4.287  -0.454
C  1.892  -3.656  -0.159
C  1.565  -2.408  -1.005
C  0.272  -0.432  -3.859
C  0.015  -0.020  -5.169
C  -1.278  0.008  -5.670
C  -2.342  -0.397  -4.874
C  -2.104  -0.807  -3.572
C  -0.808  -0.813  -3.069
H  3.423  1.243  -0.822
H  3.538  2.810  -1.631
H  4.139  1.030  -3.222
H  2.668  1.890  -3.726
H  4.232  0.573  -5.426
H  5.147  -0.295  -7.531
H  4.487  -2.533  -8.345
H  2.850  -3.880  -7.067
H  1.931  -3.021  -4.951
H  4.463  -2.302  -2.899
H  5.033  -4.276  -1.504
H  3.465  -5.171  0.124
H  1.113  -4.415  -0.281
H  0.599  -2.551  -1.498
H  0.839  0.264  -5.811
H  -1.453  0.324  -6.690
H  -3.350  -0.400  -5.267
H  -2.935  -1.140  -2.959
H  -0.645  -1.119  -2.036

Mulliken population analysis, charges in e, atoms 1 to 99:
1. Co -1.494
2. O 0.528
3. C 0.338
4. C -0.745
5. C -1.035
6. C -1.119
7. C -0.339
8. C 0.303
9. P 1.796
10. C 1.183
11. C -0.962
12. C -1.117
13. C -0.819
14. C -0.907
15. C -0.731
16. C 1.193
17. C -0.215
18. C -0.793
19. C -0.868
20. C -0.737
21. C -0.698
22. C 0.536
23. C -1.321
24. C -0.895
25. C -0.917
26. C -0.670
27. C 0.327
28. P 1.617
29. C 1.722
30. C -0.127
31. C -0.618
32. C -0.926
33. C -1.297
34. C 0.120
35. C 0.146
36. C 1.616
37. C -1.425
38. C -1.124
39. C -0.447
40. C -0.937
41. H 0.276
42. H 0.485
43. H 0.509
44. H 0.673
45. H 0.647
46. H 0.556
47. H 0.449
48. H 0.480
49. H 0.510
50. H 0.447
51. H 0.512
52. H 0.444
53. H 0.488
54. H 0.463
55. H 0.587
56. H 0.490
57. H 0.498
58. H 0.547
59. H -0.416
60. H 0.556
61. H 0.457
62. H 0.589
63. H 0.534
64. H 0.316
65. H 0.145
66. H 0.374
67. H 0.925
68. H 0.435
69. C -0.745
70. C 0.271
71. C -1.293
72. O 0.221
73. H 0.479
74. H -0.248
75. H 0.449
76. H 0.497
77. H 0.243
78. H 0.308
79. O -0.600
80. C 0.281
81. O 0.056
82. C -0.356
83. C -1.738
84. Ge 2.816
85. C -0.035
86. C -0.537
87. C -0.682
88. C -0.539
89. C -0.709
90. C -0.403
91. C -1.195
92. C -0.468
93. C -0.898
94. C -1.206
95. C 0.244
96. C 0.477
97. C 0.205
98. C -0.683
99. C -0.867

Computed, not measured: a 2-piece molecular cluster, C4H11NO2 overall in a non-equilibrium geometry, with wB97M-V/def2-TZVPD.

Computed properties:
Energy above the lowest of the compared OMol25 structures with the same formula, charge and spin: 3.843 eV
F_max: 0.0970 hartree/bohr
HOMO energy: -9.42 eV
SMILES string: NCC=O.CCO
Spin multiplicity: 1
Net charge: 0

Element x y z (Å)
N  1.255  1.051  -0.786
C  1.690  0.464  0.513
C  0.967  -0.828  0.806
O  1.462  -1.889  0.508
H  1.553  2.017  -0.882
H  1.540  0.511  -1.588
H  1.634  1.222  1.299
H  2.716  0.201  0.266
H  -0.016  -0.817  1.307
C  -2.673  0.256  0.474
C  -1.479  0.801  -0.352
O  -0.822  -0.359  -0.972
H  -3.058  1.059  1.094
H  -2.372  -0.592  1.117
H  -3.485  -0.127  -0.192
H  -1.926  1.402  -1.160
H  -1.026  1.457  0.443
H  -0.077  0.485  -0.783

Partial atomic charges computed with the natural (NBO) method, in multiples of e:
1. N -0.809
2. C -0.332
3. C 0.424
4. O -0.512
5. H 0.390
6. H 0.398
7. H 0.214
8. H 0.214
9. H 0.136
10. C -0.608
11. C -0.165
12. O -0.788
13. H 0.192
14. H 0.205
15. H 0.208
16. H 0.183
17. H 0.163
18. H 0.487

Computed, not measured: C8H12N4O as an isolated structure in a non-equilibrium geometry, with wB97M-V/def2-TZVPD.

Computed properties:
Energy above the lowest of the compared OMol25 structures with the same formula, charge and spin: 6.695 eV
F_max: 0.1649 hartree/bohr
HOMO energy (spin up / spin down): -9.57 / -8.10 eV
Spin multiplicity: 1
Net charge: 0

Element x y z (Å)
C  1.245  -3.683  -1.339
C  2.519  0.312  -0.120
C  3.751  -0.429  -0.068
C  0.768  -0.504  -0.261
C  -0.936  -0.399  1.329
C  -0.063  1.674  0.448
C  -1.450  0.312  -1.124
C  -0.409  0.263  0.018
N  -0.120  -3.607  -1.312
N  1.772  -2.557  -0.931
N  -0.390  -2.508  -0.809
N  0.752  -1.768  -0.607
O  4.827  0.136  0.168
H  1.730  -4.446  -1.864
H  2.481  1.333  0.243
H  3.557  -1.584  -0.216
H  -1.403  -1.422  1.295
H  -1.762  0.227  1.863
H  -0.060  -0.188  1.961
H  -0.897  2.256  1.043
H  0.764  1.795  1.115
H  0.258  2.050  -0.578
H  -2.456  0.643  -0.806
H  -1.091  0.965  -1.958
H  -1.572  -0.624  -1.774

Partial atomic charges computed with the Mulliken method, in multiples of e:
1. C -0.088
2. C -0.472
3. C 0.073
4. C 0.117
5. C -1.520
6. C -1.821
7. C -1.320
8. C 2.023
9. N -0.767
10. N -1.135
11. N -0.171
12. N 1.179
13. O -0.519
14. H 0.432
15. H 0.312
16. H 0.326
17. H 0.346
18. H 0.377
19. H 0.451
20. H 0.281
21. H 0.451
22. H 0.413
23. H 0.342
24. H 0.362
25. H 0.327

Computed, not measured: a 2-piece molecular cluster, CBrClFN3 overall in a non-equilibrium geometry, with wB97M-V/def2-TZVPD.

Computed properties:
Energy above the lowest of the compared OMol25 structures with the same formula, charge and spin: 0.600 eV
F_max: 0.0536 hartree/bohr
HOMO energy: -11.05 eV
SMILES string: N#C/N=N\Cl.FBr
Spin multiplicity: 1
Net charge: 0

Element x y z (Å)
N  -3.095  -0.174  0.030
C  -1.978  -0.431  0.026
N  -0.706  -0.617  0.255
N  0.206  -0.875  -0.455
Cl  -0.195  -1.143  -2.185
F  3.252  1.135  0.439
Br  2.516  2.104  1.890

Partial atomic charges computed with the natural (NBO) method, in multiples of e:
1. N -0.225
2. C 0.326
3. N -0.167
4. N 0.058
5. Cl 0.008
6. F -0.419
7. Br 0.420

Computed, not measured: one molecule with the formula C5H8O, with wB97M-V/def2-TZVPD.

Computed properties:
Energy above the lowest of the compared OMol25 structures with the same formula, charge and spin: 3.387 eV
F_max: 0.0073 hartree/bohr
HOMO energy: -8.57 eV
Spin multiplicity: 1
Net charge: 0

Element x y z (Å)
C  -1.749  0.271  0.220
C  -0.653  -0.479  -0.531
C  2.381  -0.042  -0.787
C  1.509  0.690  0.252
C  0.651  -0.574  0.234
O  1.673  -1.159  -0.632
H  -1.408  1.269  0.521
H  -2.620  0.401  -0.429
H  -2.076  -0.261  1.120
H  -0.981  -1.490  -0.797
H  -0.435  0.041  -1.472
H  1.041  1.639  -0.024
H  2.108  0.837  1.157
H  0.559  -1.142  1.166

Partial atomic charges computed with the natural (NBO) method, in multiples of e:
1. C -0.610
2. C -0.421
3. C 0.279
4. C -0.602
5. C 0.096
6. O -0.465
7. H 0.205
8. H 0.221
9. H 0.208
10. H 0.218
11. H 0.208
12. H 0.230
13. H 0.244
14. H 0.190

Computed, not measured: one molecule with the formula C2H4N2S2 in a non-equilibrium geometry, with wB97M-V/def2-TZVPD.

Computed properties:
Energy above the lowest of the compared OMol25 structures with the same formula, charge and spin: 2.420 eV
F_max: 0.0343 hartree/bohr
HOMO energy: -8.87 eV
SMILES string: N/N=C\SC=S
Spin multiplicity: 1
Net charge: 0

Element x y z (Å)
N  1.980  1.312  -0.336
N  2.378  0.251  0.412
C  1.652  -0.811  0.467
S  0.047  -0.978  -0.450
C  -0.977  0.204  0.341
S  -2.548  0.382  0.077
H  1.275  1.187  -1.085
H  2.792  1.823  -0.585
H  1.868  -1.613  1.157
H  -0.474  0.839  1.104

Partial atomic charges computed with the natural (NBO) method, in multiples of e:
1. N -0.629
2. N -0.186
3. C -0.152
4. S 0.243
5. C -0.517
6. S 0.065
7. H 0.366
8. H 0.377
9. H 0.214
10. H 0.219

Computed, not measured: C3H4CdO4 as an isolated structure in a non-equilibrium geometry, with wB97M-V/def2-TZVPD.

Computed properties:
Energy above the lowest of the compared OMol25 structures with the same formula, charge and spin: 0.947 eV
F_max: 0.1302 hartree/bohr
HOMO energy: -18.13 eV
Spin multiplicity: 1
Net charge: +2

Element x y z (Å)
C  -0.207  -0.957  -0.333
O  -0.706  -2.061  -0.099
O  0.747  -0.473  0.417
C  0.893  0.945  0.251
O  -1.268  0.824  1.035
C  -0.266  1.553  0.946
Cd  -0.918  -3.344  1.248
H  -0.355  2.653  0.899
H  1.862  1.231  0.668
O  0.052  -0.482  -1.725
H  -0.608  -0.882  -2.307
H  0.775  0.995  -1.000

Partial atomic charges computed with the natural (NBO) method, in multiples of e:
1. C 1.085
2. O -0.887
3. O -0.438
4. C -0.226
5. O -0.517
6. C 0.407
7. Cd 1.875
8. H 0.216
9. H 0.272
10. O -0.633
11. H 0.531
12. H 0.313